68
Properties=species:S:1:pos:R:3:forces:R:3:nbo_charge:R:1 method="wB97M-V/def2-TZVPD" total_charge=-1 multiplicity=1 orbital_gap_ev=3.9 e_lumo_ev=1.5
C 3.598 2.700 -0.751 -0.6 0.3 -1.2 -0.669
C 2.296 3.069 -1.614 -0.5 2.3 2.8 -0.183
Br 1.949 2.248 -3.377 0.5 0.6 1.6 0.014
C 1.390 4.031 -1.101 -1.1 -1.3 -4.8 -0.033
Br 1.677 4.914 0.690 0.5 -0.3 -0.1 -0.171
C 0.098 4.472 -1.893 1.0 -1.0 3.1 -0.639
C -1.084 3.526 -1.316 0.4 1.3 -1.6 -0.120
O -0.677 2.716 -0.185 -0.3 1.7 0.9 -0.313
O -0.675 1.373 -0.531 -0.3 -2.6 -1.0 -0.493
H 4.022 3.706 -0.407 -0.6 -1.6 -0.2 0.229
H 4.397 2.188 -1.391 -1.2 0.5 0.9 0.209
H 3.268 2.066 0.130 0.7 0.7 -1.0 0.214
H -0.184 5.550 -1.668 0.5 -1.2 0.0 0.153
H -1.437 2.877 -2.179 0.2 0.3 1.4 0.183
H -1.915 4.244 -0.974 0.7 -1.4 -0.3 0.149
H -0.233 0.847 0.178 -0.2 1.4 -0.2 0.473
C -1.093 -3.717 -2.113 0.4 0.2 -0.2 -0.622
C -1.191 -3.335 -0.653 -0.2 -0.6 -0.9 0.048
C -2.362 -2.452 -0.336 -0.7 -0.1 0.0 -0.099
O -1.914 -1.777 0.835 0.7 0.1 0.1 -0.486
C -0.555 -1.719 0.749 0.5 0.5 0.4 0.973
O 0.141 -1.053 1.465 -0.5 -0.5 -0.6 -0.593
O -0.094 -2.514 -0.255 -0.1 0.5 0.7 -0.485
H -1.140 -2.835 -2.756 -0.1 0.0 0.1 0.223
H -0.137 -4.205 -2.318 -0.1 -0.1 0.1 0.231
H -1.902 -4.396 -2.393 0.0 0.0 0.1 0.206
H -1.181 -4.234 -0.029 -0.1 0.1 0.0 0.207
H -3.273 -3.017 -0.139 0.1 0.1 0.2 0.204
H -2.563 -1.703 -1.109 0.1 -0.1 -0.1 0.192
C 7.583 -0.182 1.268 0.4 0.1 -0.1 -0.623
C 6.577 -0.021 0.151 0.4 0.0 1.0 0.054
C 5.815 -1.275 -0.163 -0.6 -0.2 0.2 -0.094
O 5.446 -1.064 -1.523 0.4 0.3 -0.2 -0.483
C 6.407 -0.261 -2.063 -0.1 0.1 -0.9 0.966
O 6.523 -0.038 -3.229 0.0 -0.2 0.6 -0.566
O 7.220 0.248 -1.094 -0.4 -0.2 -0.4 -0.495
H 8.240 -1.038 1.088 -0.1 0.0 0.0 0.208
H 8.226 0.699 1.336 -0.2 0.0 0.1 0.228
H 7.080 -0.325 2.227 0.0 0.0 -0.1 0.221
H 5.905 0.817 0.368 -0.1 -0.1 -0.1 0.200
H 4.934 -1.402 0.467 -0.1 0.0 -0.2 0.212
H 6.429 -2.180 -0.111 0.1 0.1 0.1 0.173
C -0.930 4.894 3.918 0.0 0.0 0.4 -0.630
C -1.903 5.944 3.432 0.7 -1.0 0.0 0.062
C -1.324 6.878 2.413 0.2 -0.2 -0.8 -0.100
O -2.136 8.041 2.579 -0.3 0.2 0.7 -0.491
C -2.548 8.038 3.878 -0.2 0.5 0.1 0.968
O -3.085 8.960 4.419 0.2 -0.4 -0.2 -0.594
O -2.265 6.849 4.479 -0.3 0.7 -0.2 -0.499
H 0.009 5.348 4.248 -0.1 0.0 -0.1 0.213
H -1.340 4.360 4.779 -0.1 0.0 -0.1 0.215
H -0.708 4.174 3.128 0.0 0.1 0.0 0.251
H -2.820 5.467 3.070 0.0 0.1 -0.1 0.181
H -1.400 6.490 1.396 0.0 0.2 0.0 0.228
H -0.285 7.153 2.615 0.0 -0.2 0.1 0.190
C -5.864 -7.992 -2.330 0.3 -0.3 -0.2 -0.626
C -5.229 -7.327 -1.129 -0.7 -0.5 -0.7 0.060
C -5.290 -5.827 -1.164 -0.5 0.4 0.1 -0.096
O -4.179 -5.467 -0.348 0.4 -0.3 0.0 -0.496
C -3.273 -6.480 -0.462 0.8 0.0 0.2 0.969
O -2.148 -6.425 -0.068 -0.6 0.0 -0.2 -0.570
O -3.821 -7.557 -1.088 0.3 0.5 0.4 -0.488
H -5.474 -7.578 -3.263 0.0 0.1 0.1 0.219
H -5.638 -9.060 -2.341 -0.1 0.1 0.1 0.231
H -6.949 -7.862 -2.319 0.1 0.0 0.1 0.222
H -5.661 -7.727 -0.206 0.0 0.1 0.0 0.184
H -6.221 -5.433 -0.755 0.2 0.1 0.1 0.208
H -5.132 -5.409 -2.163 -0.1 -0.2 0.0 0.187